# C22H50P2PtSi2

C22H50P2PtSi2 as an isolated structure in a non-equilibrium geometry (the ωB97M-V functional and the def2-TZVPD basis, the OMol25 dataset).

```
77
Properties=species:S:1:pos:R:3:forces:R:3
P -0.287018 2.981822 -0.976318 0.8 -2.7 0.6
P -0.622205 -2.465211 0.427510 0.7 2.6 0.4
C -1.360512 0.072005 -0.453473 -1.2 -0.3 -1.1
C -1.876089 -1.316070 -0.168746 0.2 0.7 -1.4
H -0.864472 0.107132 -1.509637 -1.8 -0.5 0.8
H -2.177676 0.826130 -0.373283 0.6 -0.5 0.0
H -2.786561 -1.312733 0.446833 0.7 -0.2 0.2
H -2.278980 -1.753724 -1.097625 0.1 -0.7 -0.2
C 0.478976 -3.187082 -0.793314 0.0 -0.6 -0.5
H 1.007458 -3.988126 -0.256850 -0.1 0.0 -0.1
H 1.242707 -2.492567 -1.162378 -0.5 0.2 0.2
H -0.062375 -3.630319 -1.646131 0.1 0.2 0.4
C -1.654262 -3.793368 1.047244 1.0 -0.8 0.9
H -1.741148 -4.537395 0.253431 -0.1 -0.1 0.2
H -2.636105 -3.428005 1.351100 0.2 0.0 -0.1
H -1.118719 -4.194001 1.940447 -0.6 -0.2 -0.7
C 1.395825 3.721892 -1.363499 -0.2 1.3 -0.9
H 2.051841 4.123258 -0.575832 -1.1 0.0 0.2
H 1.280383 4.496705 -2.144522 0.4 -0.1 0.2
H 1.994851 2.876234 -1.755456 -0.6 0.5 0.2
C -1.502381 3.900032 -0.007549 -0.3 1.3 0.1
H -2.456554 3.339843 -0.024388 0.5 0.2 -0.2
H -1.652318 4.911735 -0.446236 -0.2 -0.5 0.3
H -1.220781 4.045358 1.062304 0.0 -0.2 -0.9
Pt 0.494218 0.966837 -0.637208 1.9 -0.3 4.2
C -1.731868 -0.410449 -3.331770 0.7 -1.7 -0.6
C -0.417205 -0.729376 -3.388676 -1.6 -1.0 -0.8
C 0.537869 -0.189098 -4.382053 -0.2 1.4 -0.2
C 0.258850 1.351566 -4.627405 1.0 -0.5 -1.4
C 0.129428 2.155249 -3.402218 1.3 0.5 -0.7
C -1.027010 2.524496 -2.638829 -1.8 3.5 -0.5
C -2.406060 2.093943 -3.271659 -0.1 -0.5 0.0
C -2.436366 0.693764 -4.015542 -0.8 0.9 -0.3
C 1.138683 2.216191 1.147327 1.1 0.3 -0.3
H -2.402284 -1.167969 -2.911700 0.3 0.4 0.5
H -0.094132 -1.624710 -2.852247 -0.2 0.3 -0.1
H 0.385546 -0.702083 -5.348942 0.2 0.0 0.3
H 1.571215 -0.348840 -4.046021 -0.2 0.2 -0.2
H 1.155307 1.746647 -5.173716 -0.6 -0.3 0.3
H -0.582875 1.504806 -5.331650 0.7 -0.2 0.4
H 1.030723 2.728746 -3.246772 -0.3 -0.2 0.1
H -1.271306 3.646580 -2.615100 0.4 0.0 -1.7
H -2.583934 2.819533 -4.091319 0.1 -0.2 0.5
H -3.280815 2.218546 -2.591314 0.8 -0.3 -0.2
H -3.502887 0.438153 -4.133096 0.3 0.0 0.2
H -2.086236 0.817777 -5.062139 -0.3 -0.1 0.8
H 1.181549 1.724422 2.123534 0.0 -0.2 -0.3
H 0.464216 3.079957 1.289167 0.4 -0.3 0.1
H 2.135628 2.625393 0.905744 -0.2 -0.1 0.5
C 2.891293 -2.570692 3.185730 0.0 -0.1 -0.3
Si 2.399672 -1.208036 1.931042 0.7 -0.7 -0.2
C 3.290077 0.241191 2.800982 -0.4 0.5 0.1
C 3.421251 -1.454838 0.379683 0.1 -0.2 -0.1
C 0.503074 -1.760491 1.742440 -0.6 0.2 0.0
Si -0.562521 -0.832853 3.077240 -0.4 -0.6 0.1
C 0.250514 0.207602 4.419117 0.3 0.0 0.1
C -2.058630 0.151688 2.528612 -0.2 0.3 0.1
C -1.180783 -2.355757 3.989972 -0.3 0.1 0.5
H 3.983046 -2.620984 3.271737 -0.1 0.1 0.0
H 2.550374 -3.560928 2.863465 0.0 0.0 0.1
H 2.493179 -2.379551 4.189443 0.0 0.0 -0.1
H 4.368224 -0.005335 2.841301 -0.5 -0.3 -0.2
H 3.215951 1.195891 2.270961 -0.1 -0.2 0.2
H 2.981618 0.382344 3.848320 0.0 0.0 -0.4
H 3.030455 -2.281272 -0.220414 0.2 0.2 -0.1
H 3.439732 -0.536297 -0.220995 -0.1 -0.3 0.0
H 4.456056 -1.709958 0.659813 -0.3 0.1 0.0
H 0.666186 -2.744349 2.197192 0.0 0.0 0.6
H 0.611175 1.186292 4.091664 0.0 -0.2 0.0
H -0.555163 0.392346 5.148054 0.1 -0.1 -0.2
H 1.053120 -0.307131 4.963853 -0.1 0.1 -0.2
H -2.811402 -0.480144 2.045081 0.2 0.3 0.2
H -2.544603 0.579764 3.419052 0.2 -0.1 0.0
H -1.780689 0.973090 1.856226 -0.1 -0.3 0.1
H -1.929737 -2.906637 3.415258 0.1 0.1 0.2
H -0.355290 -3.035341 4.231181 -0.1 0.1 0.0
H -1.640317 -2.043238 4.933964 -0.1 -0.2 0.0
```
Positions in Å, forces in eV/Å.

Calculated values
**M**: 627.84 g/mol
**Relative energy (zero: lowest compared OMol25 entry of this formula, charge and spin)**: 156.51 kcal per mole
**⟨S²⟩**: 2.0139
**Multiplicity**: 3

# C22H51AgBrN3O5

C22H51AgBrN3O5 as an isolated structure in a non-equilibrium geometry (the ωB97M-V functional and the def2-TZVPD basis, the OMol25 dataset).

```
83
Properties=species:S:1:pos:R:3:forces:R:3
Ag 30.609178 6.537762 -11.433324 1.4 0.5 -0.7
C 32.285035 7.464670 -15.287870 -0.8 -0.7 0.2
C 33.154973 8.297146 -14.354933 1.4 0.7 -0.6
C 34.127839 9.187876 -15.190046 -0.2 -0.3 -0.2
C 33.415772 10.388692 -15.829557 0.7 -1.0 0.8
C 32.705325 11.178149 -14.733407 -0.2 0.3 -1.3
C 31.769466 10.309054 -13.899227 -1.0 0.7 0.0
N 32.466711 9.146670 -13.392117 0.3 -0.3 0.3
O 31.637417 8.367409 -12.586428 -0.8 0.2 0.2
C 30.494583 10.023164 -14.728851 -0.4 -0.6 -0.9
C 31.320029 11.159752 -12.699270 0.2 0.0 0.2
C 34.064367 7.352971 -13.566395 -0.5 -0.9 0.0
H 32.843069 6.632265 -15.725092 0.2 0.1 0.1
H 31.788961 7.980405 -16.112102 0.1 0.3 0.1
H 31.506019 7.010793 -14.661477 0.0 0.1 -0.1
H 34.523919 8.539931 -15.982811 0.1 0.1 0.0
H 34.977373 9.468070 -14.561233 -0.1 0.2 0.1
H 32.748484 9.896632 -16.541708 -0.4 0.6 -0.1
H 34.109417 11.020472 -16.389059 0.0 0.0 0.0
H 32.134822 11.954358 -15.266742 -0.3 0.0 0.4
H 33.414072 11.737615 -14.118836 0.2 -0.4 0.2
H 29.922196 9.163354 -14.373615 0.2 0.1 0.5
H 30.705293 9.756463 -15.772538 0.2 0.2 0.1
H 29.810150 10.874321 -14.796605 0.1 0.1 0.2
H 32.207695 11.562521 -12.201447 -0.1 -0.1 0.2
H 30.758894 10.547462 -11.993738 0.1 -0.1 0.0
H 30.692951 12.002383 -13.000117 0.0 0.0 -0.2
H 34.669768 7.922187 -12.864117 0.0 0.0 0.1
H 34.690556 6.743233 -14.229678 0.2 0.4 -0.2
H 33.484660 6.588938 -13.038944 -0.1 0.4 0.3
C 34.330603 6.337544 -8.727845 0.3 -0.2 -0.9
C 33.294128 6.849218 -7.734502 1.4 -0.1 1.1
C 34.122971 7.493615 -6.583451 -0.5 1.1 -0.3
C 33.331380 8.468251 -5.698274 -0.3 -0.8 -0.5
C 32.649925 9.490481 -6.606428 0.4 -0.3 0.8
C 31.722097 8.897912 -7.669131 -0.3 0.7 0.6
N 32.430160 7.846530 -8.397093 0.6 -0.7 -0.1
O 31.963067 7.421752 -9.499224 -0.5 0.7 0.1
C 31.348929 10.043478 -8.618719 0.3 -0.1 -0.5
C 30.449397 8.354371 -6.975294 -0.3 -0.2 -0.7
C 32.458819 5.678576 -7.199667 -0.6 1.1 0.2
H 35.025808 7.093695 -9.108196 -0.5 0.4 0.1
H 33.841805 5.893703 -9.597368 0.1 -0.2 0.1
H 35.025397 5.624401 -8.274836 -0.5 -0.3 0.2
H 34.861698 8.123473 -7.089242 0.3 -0.3 0.1
H 34.618721 6.722535 -5.997504 0.1 -0.1 -0.1
H 33.974471 9.012537 -5.005192 0.1 -0.2 0.1
H 32.613174 7.883997 -5.111937 -0.1 0.3 0.1
H 33.468544 10.064112 -7.052836 -0.3 0.1 -0.3
H 32.071534 10.163037 -5.967441 -0.1 0.2 -0.3
H 30.360744 9.904010 -9.050081 0.1 0.0 -0.1
H 32.087893 10.118077 -9.419231 -0.1 -0.1 -0.1
H 31.344970 11.004203 -8.102618 -0.1 -0.1 0.3
H 29.633030 9.076215 -7.059318 0.2 0.3 0.4
H 30.638992 8.092922 -5.937610 -0.2 0.0 0.1
H 30.052019 7.484213 -7.506983 0.3 -0.1 0.1
H 33.104942 4.965099 -6.695907 -0.1 -0.3 -0.3
H 31.822916 5.285300 -7.992013 0.3 -0.4 -0.1
H 31.770785 6.086890 -6.450961 0.0 -0.2 0.1
Br 32.097835 4.182911 -11.861836 -0.3 0.0 0.2
O 29.293132 5.227186 -10.052285 -0.7 -0.7 0.8
H 28.332523 5.188626 -9.987374 0.0 0.0 -0.1
H 29.593954 4.310510 -10.134519 0.3 0.1 -0.2
O 28.867785 6.018240 -12.968134 -0.9 -0.1 -0.6
H 28.528115 5.120241 -13.046428 0.3 -0.1 0.0
H 29.018429 6.312028 -13.874327 0.2 0.0 0.0
C 27.250777 10.029356 -10.064456 -0.3 0.4 -0.9
C 27.687774 8.859414 -10.942801 -0.5 -0.5 0.5
C 27.613115 9.175275 -12.421620 0.7 -0.2 -0.8
O 26.299035 9.386981 -12.905950 -0.5 0.1 0.5
C 25.578923 8.182588 -13.147230 0.7 0.4 0.0
N 29.016530 8.340754 -10.589673 -0.1 0.7 0.5
H 27.954513 10.841662 -10.275359 0.0 0.1 0.5
H 27.169792 9.808522 -9.001624 0.3 -0.1 0.1
H 26.264865 10.384654 -10.385615 0.1 0.0 0.0
H 26.977271 8.033775 -10.787790 0.1 0.0 0.1
H 28.081945 8.356729 -12.974194 0.0 -0.2 0.2
H 28.208396 10.043576 -12.718265 -0.1 0.2 0.4
H 25.712881 7.943241 -14.205247 -0.3 -0.3 0.0
H 24.536291 8.335314 -12.877370 -0.1 0.0 -0.2
H 25.972383 7.360208 -12.544714 0.0 -0.1 -0.1
H 29.710041 9.081011 -10.720049 0.1 -0.3 -0.6
H 29.024172 8.242973 -9.574751 0.0 -0.4 -0.1
```
Positions in Å, forces in eV/Å.

Calculated values
**M**: 625.44 g/mol
**Net charge**: -1
**Relative energy (zero: lowest compared OMol25 entry of this formula, charge and spin)**: 0.00 kcal per mole
**⟨S²⟩**: 0.7540
**Multiplicity**: 2